Record 1
{
  "formula": "C26H30O8",
  "method": "ωB97M-V/def2-TZVPD",
  "homo_energy_ev": -8.6,
  "e_above_lowest_ev": 0.300,
  "charge": 0,
  "smiles": "CCCCCC(=O)Cc1cc(O)cc2c1C(=O)Oc1cc(O)c(C(=O)O)c(CCCCC)c1O2",
  "elements": ["C", "C", "C", "C", "H", "H", "C", "C", "O", "C", "C", "C", "C", "C", "C", "C", "C", "O", "O", "C", "C", "C", "C", "C", "C", "O", "C", "H", "H", "C", "C", "C", "C", "H", "H", "H", "H", "H", "H", "H", "H", "H", "C", "O", "O", "H", "O", "H", "H", "H", "O", "H", "H", "H", "H", "H", "H", "H", "H", "H", "H", "H", "H", "H"],
  "xyz": [[-6.802, -2.175, -1.139], [-6.634, -2.588, 0.318], [-6.198, -1.435, 1.222], [-4.787, -0.946, 0.907], [-4.742, -0.569, -0.115], [-4.083, -1.777, 0.983], [-4.345, 0.166, 1.872], [-3.014, 0.682, 1.392], [-1.972, 0.121, 1.622], [-3.107, 1.941, 0.539], [-1.793, 2.293, -0.086], [-1.238, 3.544, 0.110], [-0.008, 3.875, -0.450], [0.711, 2.908, -1.139], [0.194, 1.631, -1.283], [-1.084, 1.319, -0.808], [-1.777, 0.066, -1.196], [-2.935, 0.054, -1.534], [-1.128, -1.110, -1.201], [0.180, -1.308, -0.854], [0.457, -2.474, -0.167], [1.763, -2.827, 0.150], [2.826, -1.997, -0.263], [2.545, -0.794, -0.939], [1.223, -0.460, -1.227], [0.980, 0.712, -1.934], [3.607, 0.206, -1.295], [3.315, 0.701, -2.222], [4.563, -0.284, -1.452], [3.741, 1.268, -0.192], [4.274, 0.704, 1.122], [4.474, 1.784, 2.186], [3.168, 2.435, 2.630], [2.449, 1.678, 2.934], [2.729, 3.022, 1.827], [3.346, 3.098, 3.473], [4.953, 1.329, 3.056], [5.149, 2.551, 1.801], [5.231, 0.212, 0.934], [3.579, -0.046, 1.506], [4.421, 2.046, -0.546], [2.767, 1.723, -0.015], [4.226, -2.417, -0.049], [5.170, -2.181, -0.758], [4.403, -3.178, 1.067], [5.342, -3.413, 1.145], [1.915, -3.985, 0.812], [2.837, -4.092, 1.096], [-0.349, -3.124, 0.128], [1.672, 3.153, -1.560], [0.536, 5.107, -0.324], [-0.052, 5.682, 0.181], [-1.777, 4.283, 0.688], [-3.461, 2.757, 1.174], [-3.858, 1.759, -0.231], [-5.091, 0.961, 1.888], [-4.235, -0.251, 2.875], [-6.902, -0.607, 1.112], [-6.235, -1.766, 2.263], [-5.899, -3.393, 0.384], [-7.586, -2.978, 0.689], [-5.854, -1.865, -1.570], [-7.183, -3.009, -1.725], [-7.506, -1.350, -1.222]],
  "forces_ev_per_angstrom": [[0.043, -0.165, 0.185], [-0.124, 0.223, 0.024], [0.202, -0.261, -0.117], [-0.322, 0.172, 0.157], [0.039, -0.069, -0.025], [0.069, -0.005, -0.062], [0.161, -0.376, -0.008], [-0.464, 0.294, 0.210], [0.048, -0.157, 0.100], [0.237, 0.014, -0.160], [0.184, -0.049, -0.073], [-0.062, -0.016, -0.036], [-0.116, -0.493, -0.064], [-0.005, 0.175, -0.018], [-0.343, 0.338, 0.342], [0.441, 0.080, -0.235], [-0.469, 0.414, -0.234], [0.395, -0.089, 0.092], [0.135, -0.419, -0.183], [0.578, -0.054, 0.224], [-0.018, 0.106, -0.018], [-0.005, 0.466, -0.264], [-0.332, -0.135, 0.067], [-0.238, -0.029, -0.121], [0.099, -0.187, 0.190], [-0.263, -0.148, -0.071], [0.074, 0.276, -0.084], [0.067, -0.049, 0.002], [-0.112, 0.074, -0.058], [0.046, -0.290, 0.057], [0.103, 0.334, -0.023], [-0.168, -0.194, 0.011], [0.243, -0.009, -0.024], [-0.134, -0.060, 0.045], [-0.126, 0.078, -0.058], [-0.072, 0.086, 0.072], [0.078, 0.053, -0.006], [0.102, -0.001, 0.025], [0.010, -0.102, -0.011], [0.011, -0.077, 0.049], [-0.013, 0.106, -0.012], [0.000, 0.108, -0.030], [0.536, -0.011, -0.336], [-0.036, -0.025, 0.103], [-0.199, -0.131, 0.446], [-0.089, 0.099, -0.249], [0.039, -0.322, 0.157], [-0.142, 0.090, -0.032], [-0.126, -0.069, 0.027], [0.158, -0.012, -0.031], [0.108, 0.204, 0.013], [0.048, -0.122, -0.065], [-0.069, 0.055, 0.067], [-0.037, -0.017, 0.022], [-0.070, 0.060, 0.110], [-0.016, 0.063, 0.012], [0.014, 0.073, 0.025], [-0.062, 0.058, 0.059], [-0.037, 0.069, 0.061], [-0.015, -0.087, 0.062], [0.044, -0.088, 0.012], [0.079, 0.061, -0.128], [-0.027, -0.021, -0.129], [-0.077, 0.107, -0.061]],
  "mulliken_charge": [-1.063, -0.499, -0.730, -0.249, 0.208, 0.260, -0.880, 0.745, -0.581, -1.360, -0.128, -0.710, 0.753, -0.507, 0.637, -0.026, 0.588, -0.641, -0.454, 0.529, -0.969, 0.352, 0.757, -0.202, 0.854, -0.753, -1.699, 0.496, 0.686, 0.210, -0.471, -0.745, -1.099, 0.298, 0.201, 0.401, 0.360, 0.365, 0.310, 0.295, 0.352, -0.255, 0.352, -0.579, -0.565, 0.344, -0.694, 0.387, 0.577, 0.492, -0.583, 0.282, 0.266, 0.617, 0.436, 0.375, 0.460, 0.330, 0.343, 0.304, 0.343, 0.246, 0.353, 0.284]
}

=====

Record 2
{
  "formula": "C3HN2O3",
  "method": "ωB97M-V/def2-TZVPD",
  "homo_energy_ev": [-4.4, -4.9],
  "multiplicity": 3,
  "e_above_lowest_ev": 2.639,
  "s_squared": 2.013,
  "charge": -1,
  "elements": ["C", "C", "C", "N", "N", "O", "O", "O", "H"],
  "xyz": [[-1.145, -0.208, 0.804], [-1.552, 1.003, 0.178], [0.818, -0.129, -0.560], [0.159, -0.663, 0.509], [0.094, 0.931, -1.073], [-1.653, -0.811, 1.753], [1.929, -0.517, -0.840], [0.819, 1.669, -1.963], [0.530, -1.276, 1.191]],
  "forces_ev_per_angstrom": [[2.460, -1.139, 1.105], [0.444, 0.903, -1.679], [1.099, -0.118, 0.970], [-2.058, 0.982, -0.844], [0.958, 1.464, -1.488], [-1.553, 0.412, 0.129], [0.798, -0.116, -0.821], [-2.784, -1.707, 2.546], [0.635, -0.680, 0.082]],
  "mulliken_charge": [0.661, -0.503, 0.493, -0.077, -0.003, -0.659, -0.622, -0.483, 0.193]
}

=====

Record 3
{
  "formula": "C4H10N2O",
  "method": "ωB97M-V/def2-TZVPD",
  "homo_energy_ev": -8.0,
  "e_above_lowest_ev": 5.691,
  "charge": 0,
  "smiles": "CN1CCN(C)O1",
  "elements": ["C", "C", "C", "C", "N", "N", "O", "H", "H", "H", "H", "H", "H", "H", "H", "H", "H"],
  "xyz": [[0.649, 0.251, -0.903], [0.641, 0.874, 0.476], [-1.704, 0.315, -1.632], [0.944, -1.135, 1.791], [-0.641, -0.389, -0.924], [0.030, -0.080, 1.310], [-0.959, -0.667, 0.410], [0.624, 1.057, -1.711], [1.400, -0.564, -0.928], [1.591, 0.933, 1.026], [0.107, 1.886, 0.440], [-1.830, 1.323, -1.096], [-1.649, 0.527, -2.693], [-2.689, -0.306, -1.559], [0.355, -1.993, 1.944], [1.848, -1.335, 1.218], [1.284, -0.696, 2.830]],
  "forces_ev_per_angstrom": [[-0.055, 0.539, -0.692], [1.054, 2.155, 0.773], [-2.532, 0.730, 2.573], [0.547, 2.542, 2.175], [0.513, -1.014, -2.441], [-1.676, -0.887, -0.517], [-1.013, -0.568, 1.251], [0.804, -1.398, 0.841], [0.071, 0.879, -0.641], [0.309, 0.975, -1.006], [0.590, -1.383, 0.377], [-0.469, -1.006, -0.799], [1.144, -0.402, -0.129], [1.752, 1.180, 0.258], [-0.494, -1.123, 0.259], [-0.068, -0.036, -0.454], [-0.478, -1.183, -1.828]],
  "mulliken_charge": [-0.373, -0.583, -0.726, -0.800, -0.065, -0.041, -0.359, 0.349, 0.220, 0.402, 0.207, 0.287, 0.322, 0.226, 0.331, 0.301, 0.301]
}